1.
C4H4F7N2NaO6S2 as an isolated structure. Source: the Open Molecules 2025 dataset; level of theory: ωB97M-V with the def2-TZVPD basis set.

The geometry in ORCA input format:
```
! wB97M-V def2-TZVPD RIJCOSX def2/J DEFGRID3
* xyz -2 1
Na 0.09022 1.07866 1.03336
F 3.58969 1.46623 -2.59415
C 2.23761 1.52123 -2.59380
F 1.84446 1.38119 -3.87045
F 1.89911 2.74221 -2.18932
S 1.57360 0.13832 -1.53031
O 1.90748 0.55782 -0.18617
O 2.31586 -0.97687 -2.05974
N 0.07838 -0.06058 -1.88056
S -1.35826 0.57609 -1.43531
O -1.78654 0.39709 -0.03964
O -2.02642 1.44666 -2.37331
C -2.17131 -1.00086 -2.05695
F -1.97156 -1.22647 -3.37145
F -3.51512 -0.91950 -1.88747
F -1.78418 -2.11873 -1.41043
N -0.02990 -1.28597 2.02873
C 0.11047 -1.16709 3.47397
C -0.08372 0.27244 4.03938
O -0.35338 0.31567 5.25301
O 0.05738 1.22024 3.23267
H -0.95873 -1.02123 1.71075
H 0.10275 -2.24157 1.72315
H 1.13687 -1.44991 3.73385
H -0.55702 -1.82784 4.04410
F -0.34776 2.18278 -0.79392
*
```

Properties
Relative energy (zero: lowest compared OMol25 entry of this formula, charge and spin), kJ/mol: 0.0
Molecular weight, g/mol: 396.19
Frontier orbital gap, eV: 7.2570
Max |F|, eV/Å: 0.496


2.
One molecule with the formula C4H4FIN2O2 in a non-equilibrium geometry. Source: the Open Molecules 2025 dataset; level of theory: ωB97M-V with the def2-TZVPD basis set.

The geometry in ORCA input format:
```
! wB97M-V def2-TZVPD RIJCOSX def2/J DEFGRID3
* xyz 0 1
O -1.20531 1.57812 -2.21097
C -0.71710 0.60272 -1.71998
N -1.35025 -0.31966 -0.89727
C -0.82742 -1.41705 -0.18509
O -1.47637 -2.35550 0.21019
N 0.56521 -1.17482 0.00008
C 0.78164 0.13547 0.34873
C 1.97748 0.70130 0.33034
F 2.06573 1.95840 0.75331
I 3.85392 -0.21647 -0.21344
H 0.20930 0.21678 -1.81137
H -2.27026 -0.24139 -0.82629
H 1.34369 -1.79503 0.28302
H 0.12383 0.90972 0.73635
*
```

Properties
Relative energy (zero: lowest compared OMol25 entry of this formula, charge and spin), kJ/mol: 0.0
Molecular weight, g/mol: 257.99
SMILES: O=CNC(=O)N/C=C(/F)I
Frontier orbital gap, eV: 9.1773
Max |F|, eV/Å: 5.093